DFT (ωB97M-V/def2-TZVPD) results for C46H78BaN3O2P2Si as an isolated structure.

The HOMO-LUMO gap is 6.0 eV. Its net charge is +1. The energy relative to the best compared isomer or geometry (same formula, charge and spin) comes out at 0.620 eV. Its HOMO energy is -8.25 eV.

Structure (XYZ):
```
133
Properties=species:S:1:pos:R:3:forces:R:3:lowdin_charge:R:1
Ba -0.84192 0.52310 0.75836 0.31 0.33 0.11 1.42
C 2.17202 -2.28506 -1.51367 0.05 -0.04 0.01 -0.24
Si 1.87773 -0.62555 -0.58977 0.01 0.02 -0.16 0.54
C 3.27836 -0.64087 0.78432 0.14 -0.07 -0.01 -0.29
C 4.63691 -0.44179 0.49862 -0.05 0.00 0.14 -0.10
C 5.62563 -0.48017 1.47578 -0.09 0.00 -0.01 -0.08
C 5.28537 -0.73575 2.79518 -0.03 -0.01 0.02 -0.08
C 3.95354 -0.95021 3.11779 -0.03 0.02 -0.07 -0.09
C 2.96126 -0.90355 2.13709 0.14 0.06 -0.13 -0.39
P 1.21217 -1.15757 2.55346 -0.22 -0.52 0.22 0.96
C 0.84503 -2.87792 1.91101 0.07 0.16 0.00 -0.45
C 2.04301 -3.84631 1.86222 -0.06 -0.09 0.01 -0.18
C 1.57506 -5.31143 1.82053 -0.04 0.05 -0.03 -0.18
C 0.27540 -5.43240 1.02810 0.01 0.06 0.06 -0.19
C -0.87022 -4.70759 1.76050 0.08 -0.01 0.03 -0.18
C -0.35243 -3.53011 2.60844 -0.04 -0.05 -0.11 -0.21
C 1.00124 -1.37993 4.39808 0.07 0.20 -0.09 -0.44
C 1.72156 -2.49336 5.20726 0.09 0.03 0.05 -0.18
C 2.53727 -1.99165 6.41009 -0.07 0.04 0.00 -0.19
C 1.79638 -0.99771 7.32728 -0.06 -0.03 -0.07 -0.18
C 0.66694 -0.25978 6.59686 0.09 -0.01 -0.04 -0.20
C 1.04713 -0.03140 5.13404 -0.08 -0.10 0.11 -0.23
C 2.58784 0.59903 -1.93922 0.12 -0.04 -0.04 -0.33
C 3.78033 0.23433 -2.58669 -0.04 0.08 -0.01 -0.13
C 4.43544 1.06209 -3.48463 -0.02 0.02 0.00 -0.06
C 3.90090 2.30811 -3.77867 -0.03 -0.02 0.03 -0.07
C 2.68308 2.66682 -3.22658 0.00 -0.06 0.02 -0.11
C 2.00527 1.82336 -2.33993 0.13 -0.03 0.03 -0.38
P 0.27817 2.12038 -1.80835 -0.27 0.09 -0.41 1.00
C -0.81437 1.47802 -3.20321 0.01 -0.03 0.07 -0.44
C -0.52321 0.00210 -3.54110 0.04 0.06 -0.02 -0.21
C 0.52908 -0.18587 -4.63885 -0.09 0.06 -0.02 -0.19
C 0.18040 0.61620 -5.89050 0.02 0.05 0.07 -0.19
C 0.02625 2.09830 -5.55242 -0.05 -0.08 0.02 -0.19
C -1.04654 2.29417 -4.48378 0.09 -0.02 -0.02 -0.19
C -0.23697 3.92292 -1.79076 0.15 -0.07 0.21 -0.42
C -0.09962 4.45534 -0.34237 -0.07 0.06 -0.07 -0.23
C -0.26035 5.97244 -0.29723 0.07 -0.03 -0.04 -0.19
C 0.92249 6.64715 -1.01585 -0.04 -0.08 -0.01 -0.18
C 1.44651 5.77432 -2.17016 -0.08 0.03 0.03 -0.19
C 0.30210 4.97131 -2.78772 0.07 0.02 0.04 -0.20
H 3.22896 -2.55846 -1.60499 -0.06 -0.01 -0.02 0.03
H 1.75823 -2.20614 -2.52570 0.04 0.00 0.05 0.02
H 1.66109 -3.11972 -1.02514 0.04 0.02 -0.01 -0.01
H 4.94783 -0.22743 -0.51488 -0.02 -0.01 0.01 0.08
H 6.66068 -0.31094 1.20397 -0.01 0.00 0.00 0.11
H 6.04625 -0.77351 3.56555 -0.02 0.01 -0.02 0.11
H 3.68407 -1.15898 4.14288 0.02 0.01 0.01 0.07
H 0.53576 -2.68320 0.87496 0.00 -0.01 0.02 0.06
H 2.70722 -3.69531 2.71307 0.02 0.01 0.00 0.09
H 2.64047 -3.62092 0.97715 0.00 0.01 0.00 0.10
H 1.40971 -5.68707 2.83564 0.02 0.01 -0.01 0.11
H 2.35501 -5.93480 1.38214 0.01 -0.01 0.01 0.11
H 0.01377 -6.47768 0.86310 -0.01 -0.01 -0.01 0.11
H 0.42748 -4.99008 0.03910 -0.01 -0.01 -0.01 0.10
H -1.40006 -5.41058 2.40832 -0.01 0.00 -0.01 0.11
H -1.59859 -4.34456 1.02932 -0.01 0.01 0.00 0.10
H -0.04724 -3.88987 3.59393 -0.01 0.01 0.01 0.10
H -1.15982 -2.80613 2.76949 0.03 -0.01 0.01 0.08
H -0.06341 -1.64289 4.38814 -0.04 0.00 0.04 0.07
H 2.38426 -3.07968 4.57337 -0.02 -0.02 -0.01 0.09
H 0.96688 -3.19400 5.57427 -0.01 0.00 0.00 0.11
H 3.45950 -1.52491 6.06152 0.00 0.02 -0.05 0.09
H 2.85411 -2.86143 6.98661 0.05 0.00 0.01 0.11
H 2.51549 -0.26071 7.68899 0.01 0.00 0.05 0.11
H 1.40308 -1.50059 8.21270 -0.02 -0.02 -0.04 0.11
H 0.44272 0.68056 7.10395 0.01 0.01 0.00 0.11
H -0.25096 -0.85976 6.62328 -0.01 0.01 0.00 0.11
H 2.04307 0.42205 5.08185 0.00 0.00 -0.02 0.11
H 0.35502 0.66817 4.65548 0.01 0.00 -0.01 0.09
H 4.21727 -0.73711 -2.38756 -0.04 0.01 0.02 0.09
H 5.36107 0.74084 -3.94785 -0.03 0.00 0.01 0.11
H 4.40621 2.98181 -4.45935 0.00 -0.01 0.00 0.11
H 2.25414 3.61155 -3.51611 -0.01 0.02 -0.01 0.07
H -1.77489 1.50340 -2.66735 -0.02 -0.01 0.01 0.06
H -1.45806 -0.45580 -3.89512 0.01 -0.01 0.00 0.11
H -0.21456 -0.54117 -2.63971 -0.03 -0.01 0.00 0.06
H 0.60410 -1.24908 -4.87746 0.02 -0.01 0.00 0.11
H 1.50894 0.12700 -4.27417 0.01 -0.01 0.00 0.09
H -0.75886 0.24563 -6.31798 0.01 0.00 -0.01 0.11
H 0.95299 0.47874 -6.64905 -0.01 -0.01 -0.01 0.11
H -0.24635 2.66639 -6.44453 0.02 0.01 0.00 0.11
H 0.98559 2.48711 -5.20355 0.01 0.01 0.00 0.09
H -2.00284 1.95728 -4.90454 0.00 0.00 -0.02 0.12
H -1.17685 3.35208 -4.25323 -0.02 0.00 0.01 0.09
H -1.30929 3.80512 -1.99139 -0.06 0.00 0.01 0.10
H 0.87045 4.17940 0.07262 0.03 0.00 -0.01 0.08
H -0.84209 3.96634 0.29971 0.01 -0.02 -0.01 0.08
H -0.32377 6.32485 0.73389 -0.01 0.00 0.00 0.11
H -1.20494 6.24660 -0.77795 0.01 0.02 0.00 0.11
H 1.73024 6.82755 -0.30290 -0.01 0.02 0.00 0.11
H 0.61251 7.62372 -1.39282 0.01 0.00 0.00 0.11
H 2.20914 5.08546 -1.79809 0.02 -0.01 0.00 0.09
H 1.93037 6.39573 -2.92512 0.01 -0.01 0.00 0.12
H 0.59268 4.51885 -3.73293 -0.02 -0.01 -0.03 0.08
H -0.50829 5.66637 -3.03049 -0.01 -0.01 -0.02 0.12
N -3.26868 2.23482 0.38758 -0.14 -0.29 -0.24 -0.07
C -4.14311 1.66360 -0.66574 0.20 -0.15 0.12 -0.26
C -4.22695 0.13826 -0.59734 0.22 0.16 0.02 -0.26
N -2.94221 -0.51407 -0.94069 -0.22 0.19 0.05 -0.08
H -3.74735 2.16773 1.28042 0.00 0.02 0.03 0.07
H -3.13051 3.22408 0.21457 0.00 0.03 -0.02 0.07
H -3.73607 1.95444 -1.63699 -0.01 0.03 0.01 0.10
H -5.15846 2.06016 -0.60847 -0.06 0.02 -0.03 0.12
H -5.03610 -0.18044 -1.25760 -0.06 -0.03 0.00 0.12
H -4.49122 -0.16064 0.42082 -0.02 -0.02 -0.01 0.10
H -2.70925 -0.31953 -1.91115 0.03 -0.01 0.00 0.05
H -3.04576 -1.52225 -0.88486 -0.01 0.00 0.02 0.08
C 2.82276 3.38740 2.97330 0.05 0.03 -0.03 -0.14
C 3.90061 2.91447 1.99848 -0.03 0.00 0.00 -0.13
C 3.09939 2.70974 0.72395 0.03 0.04 0.06 -0.17
O 1.78373 2.29354 1.15397 -0.12 -0.09 0.09 -0.27
C 1.66175 2.49791 2.56571 0.05 0.06 0.00 -0.23
H 2.58308 4.43862 2.79763 0.00 0.00 0.02 0.12
H 3.09134 3.26097 4.02169 0.01 0.01 -0.01 0.12
H 4.32326 1.96304 2.32900 0.01 0.00 -0.01 0.10
H 4.70933 3.63142 1.86355 0.00 -0.01 0.02 0.12
H 3.51464 1.94685 0.07300 -0.03 -0.01 -0.02 0.09
H 3.00480 3.64153 0.15551 -0.04 0.02 -0.01 0.12
H 1.72950 1.53212 3.06891 -0.03 -0.02 0.01 0.06
H 0.68200 2.94511 2.77372 0.00 0.01 -0.01 0.12
C -4.34039 -2.23862 3.60151 0.00 0.01 0.03 -0.01
N -3.74807 -1.18818 4.41872 -0.02 -0.25 -0.05 -0.17
C -4.08924 -1.17465 5.83352 -0.03 0.01 0.02 -0.03
C -2.82298 -0.37509 3.92597 0.16 0.05 -0.08 -0.32
O -2.41930 -0.36615 2.75650 -0.22 0.08 0.23 -0.24
H -4.14870 -3.21283 4.05279 0.01 0.01 0.02 0.10
H -3.89862 -2.21327 2.61022 0.02 0.02 0.00 0.08
H -5.41859 -2.09496 3.52554 0.00 0.02 0.02 0.10
H -5.16876 -1.26281 5.94771 0.00 0.02 -0.01 0.10
H -3.76982 -0.23987 6.28937 0.03 0.01 -0.03 0.09
H -3.61304 -2.00378 6.35937 -0.02 -0.03 -0.04 0.10
H -2.42021 0.31979 4.67496 0.02 0.05 -0.03 0.15
```
Forces are in eV/Å.

---

DFT (ωB97M-V/def2-TZVPD) results for a 11-piece molecular cluster, C46H79F3O16S4 overall at a distorted geometry.

The HOMO-LUMO gap is 9.4 eV. As for the structure (SMILES): CCOS(C)(=O)=O.CCOS(C)(=O)=O.CCOS(C)(=O)=O.CCOS(C)(=O)=O.Fc1ccccc1.Fc1ccccc1.Fc1ccccc1.C1CCOC1.C1CCOC1.C1CCOC1.C1CCOC1. Its HOMO energy is -9.29 eV.

Structure (XYZ):
```
148
Properties=species:S:1:pos:R:3:forces:R:3:lowdin_charge:R:1
C -2.68513 -5.95102 -1.58979 0.38 -1.10 -0.19 -0.05
C -2.82074 -7.49467 -1.39179 0.17 1.80 0.98 -0.29
O -2.38752 -8.04398 -2.62378 -0.90 -2.45 -1.28 -0.28
S -3.09851 -9.47965 -3.12105 -0.96 0.50 0.28 0.66
C -4.72560 -8.85870 -3.82655 2.18 -0.87 0.58 -0.08
O -2.32708 -10.01334 -4.21326 -0.18 0.84 0.88 -0.29
O -3.40011 -10.32845 -1.97776 0.49 1.25 -1.02 -0.30
H -3.03153 -5.34779 -0.75061 0.16 -0.22 0.10 0.07
H -3.17837 -5.60313 -2.49742 -0.26 -0.22 0.05 0.07
H -1.61828 -5.82999 -1.77762 0.04 0.54 0.21 0.07
H -2.12168 -7.82766 -0.62463 0.03 0.04 0.09 0.11
H -3.80542 -7.77150 -1.01512 -0.23 -0.31 -0.67 0.11
H -5.36739 -8.68062 -2.96372 -0.13 0.07 -0.43 0.06
H -4.96294 -9.72712 -4.44106 -0.56 0.14 0.16 0.06
H -4.48390 -8.01152 -4.46840 -0.20 0.04 0.28 0.06
C -5.25427 2.16260 -6.38295 -1.38 0.05 1.22 -0.05
C -4.84114 1.27929 -5.19805 2.92 1.78 -1.40 -0.36
O -5.88694 0.51577 -4.83327 -2.76 -3.66 1.88 -0.25
S -5.53737 -1.06345 -4.44812 -1.37 -0.74 -1.88 0.67
C -5.71135 -1.70208 -6.16789 -0.30 -0.35 1.25 -0.10
O -4.15331 -1.22376 -4.11288 -0.35 0.44 0.50 -0.29
O -6.59380 -1.63933 -3.62380 1.56 1.52 -1.17 -0.28
H -6.21202 2.58625 -6.08074 -0.05 0.51 0.08 0.07
H -5.58074 1.54513 -7.21975 0.76 0.00 -0.31 0.07
H -4.58653 2.99719 -6.59671 0.15 -0.44 -0.22 0.08
H -4.02005 0.65370 -5.54811 0.34 0.02 0.24 0.10
H -4.52536 1.79936 -4.29366 0.39 0.56 -0.36 0.13
H -6.75831 -1.60123 -6.45391 0.14 0.12 0.00 0.07
H -5.46652 -2.75989 -6.07213 0.02 0.00 -0.13 0.06
H -5.03277 -1.22517 -6.87513 -0.04 0.18 0.34 0.07
C 7.44042 4.67480 2.67848 -0.13 -1.34 -0.44 -0.07
C 6.52343 4.86997 3.87428 1.29 2.00 -0.79 -0.31
O 5.19039 4.41221 3.64609 -0.37 -1.23 1.21 -0.26
S 4.69658 3.09475 4.51504 -0.47 -0.65 -0.82 0.67
C 4.51622 3.83019 6.26356 0.39 -0.35 -1.61 -0.07
O 3.41075 2.73208 3.91481 1.91 1.04 1.40 -0.31
O 5.75592 2.09539 4.48378 -0.99 1.46 0.48 -0.30
H 8.32466 5.31193 2.66137 0.01 -0.02 0.61 0.08
H 6.91938 4.94567 1.76020 -0.27 -0.16 0.03 0.08
H 7.73969 3.62839 2.61893 0.17 0.01 -0.29 0.08
H 6.99255 4.59368 4.81857 -0.35 -0.57 -0.05 0.11
H 6.51825 5.95992 3.86513 -0.92 0.23 0.72 0.11
H 4.35514 3.03021 6.98619 -0.26 -0.04 -0.35 0.07
H 3.72162 4.57394 6.20409 -0.06 -0.30 0.05 0.06
H 5.45753 4.32517 6.50235 0.01 -0.08 -0.19 0.05
C -1.16053 -2.89228 9.93854 0.28 -1.16 -0.26 -0.08
C -0.61718 -1.57523 9.49168 -0.04 0.55 1.79 -0.29
O 0.73046 -1.75155 9.02505 1.07 0.85 -1.75 -0.28
S 1.35203 -0.63636 7.97983 -0.44 1.05 -1.39 0.70
C 0.71158 -1.33460 6.34172 1.07 0.81 1.35 -0.08
O 0.68166 0.67176 8.20881 1.56 -2.76 -0.13 -0.33
O 2.81938 -0.75629 7.94556 -2.95 0.05 0.69 -0.31
H -1.35968 -3.57448 9.11207 -0.28 0.11 -0.13 0.08
H -2.05478 -2.76449 10.54854 -0.03 0.08 -0.16 0.09
H -0.41854 -3.41785 10.53964 0.03 0.15 0.20 0.08
H -1.32525 -1.03950 8.85944 0.55 0.06 -0.46 0.12
H -0.46700 -1.01843 10.41663 -0.40 0.56 -0.15 0.12
H 0.95357 -2.39533 6.40804 -0.54 0.04 -0.11 0.06
H 1.31006 -0.89479 5.54392 0.11 0.15 0.23 0.06
H -0.32119 -1.01317 6.20690 0.02 -0.49 0.25 0.06
F -0.75518 0.74828 1.96678 0.04 0.16 -0.75 0.03
C -0.39690 0.75530 0.64124 0.96 0.97 1.42 -0.26
C 0.42117 1.80293 0.18474 -1.00 -0.74 0.32 -0.01
C 0.85235 1.74660 -1.12360 0.06 0.62 -0.15 -0.10
C 0.47895 0.70851 -1.95893 -0.17 -0.55 0.58 -0.09
C -0.33496 -0.29393 -1.43580 0.70 -0.30 -1.12 -0.08
C -0.74352 -0.31792 -0.11997 -0.47 -0.07 -0.34 -0.02
H 0.65997 2.64219 0.82116 0.06 -0.12 0.16 0.11
H 1.44934 2.57682 -1.47107 0.21 -0.06 -0.21 0.10
H 0.86909 0.58516 -2.95843 -0.10 0.28 -0.10 0.10
H -0.55318 -1.11077 -2.10779 -0.29 -0.21 0.12 0.10
H -1.34321 -1.12258 0.27913 0.01 0.00 0.07 0.12
F -1.48977 -5.75940 -6.25049 -0.20 0.33 -0.16 0.05
C -0.54850 -4.81296 -6.02756 -0.93 0.50 -1.64 -0.29
C 0.34969 -5.07340 -5.05934 0.46 -1.06 1.50 -0.04
C 1.33389 -4.17416 -4.80207 0.82 1.75 -0.87 -0.08
C 1.44554 -3.01482 -5.60425 0.26 -0.08 0.39 -0.09
C 0.50119 -2.68538 -6.57516 -0.32 -2.33 0.15 -0.07
C -0.50827 -3.66128 -6.80840 -0.04 1.01 0.83 -0.01
H 0.27400 -5.97618 -4.47141 -0.14 -0.16 -0.05 0.13
H 2.07061 -4.32596 -4.02708 0.00 -0.17 0.02 0.11
H 2.33093 -2.41912 -5.43798 -0.10 0.39 -0.02 0.09
H 0.56353 -1.84340 -7.24865 0.09 0.21 0.29 0.10
H -1.34694 -3.38896 -7.43200 0.05 -0.40 -0.40 0.11
F -6.50266 -7.09935 2.52993 0.10 0.35 0.00 0.05
C -6.02077 -5.84243 2.60685 -0.41 1.95 0.02 -0.26
C -6.76799 -4.75454 2.06243 0.79 -0.86 0.20 0.00
C -6.23655 -3.45655 2.08287 0.29 -0.81 0.49 -0.08
C -5.00620 -3.23999 2.70288 -0.54 0.31 -0.07 -0.10
C -4.33518 -4.29269 3.28005 0.82 0.21 -0.34 -0.11
C -4.81487 -5.57709 3.25004 -0.52 -1.11 -0.56 -0.03
H -7.72178 -4.96638 1.60220 -0.05 0.00 -0.07 0.11
H -6.74177 -2.61565 1.63115 -0.26 -0.14 -0.04 0.10
H -4.59180 -2.24446 2.76297 0.06 0.06 -0.16 0.10
H -3.31539 -4.16899 3.61343 -0.03 0.26 0.43 0.10
H -4.18870 -6.36861 3.63449 -0.20 -0.23 0.07 0.11
C 1.83255 -6.82228 1.87603 0.39 -0.97 -1.29 -0.19
C 2.75283 -5.74864 1.32532 0.67 0.31 0.08 -0.17
C 1.89642 -4.52392 1.44882 -0.16 0.06 -0.81 -0.25
O 1.15172 -4.71461 2.61716 -0.93 -0.03 1.68 -0.12
C 1.01013 -6.11582 2.92870 0.73 -0.43 -1.11 -0.18
H 2.30070 -7.72596 2.26627 0.37 0.20 0.09 0.11
H 1.25248 -7.19538 1.03198 -0.47 0.12 0.03 0.11
H 3.06943 -5.83412 0.28582 0.14 -0.52 0.11 0.12
H 3.62091 -5.59732 1.96691 0.20 -0.18 -0.06 0.12
H 1.23208 -4.41073 0.59211 -0.37 -0.26 -0.26 0.11
H 2.46991 -3.59729 1.42513 0.04 0.07 0.75 0.12
H 0.00491 -6.52855 2.84331 -0.40 0.74 0.31 0.11
H 1.44814 -6.43934 3.87294 -0.24 0.90 0.48 0.12
C 0.00330 6.28355 3.01651 1.48 -0.47 -1.18 -0.18
C 1.42278 6.87333 2.70309 -0.23 -0.35 1.05 -0.16
C 1.18831 8.36655 2.52000 -1.37 -1.79 -0.71 -0.22
O 0.11262 8.62725 3.41977 -0.75 -0.14 0.84 -0.15
C -0.66762 7.38611 3.74296 0.97 1.37 -0.10 -0.16
H 0.03457 5.38860 3.63795 0.20 -0.08 -0.18 0.11
H -0.46240 6.02091 2.06665 -0.24 0.06 0.01 0.10
H 1.96618 6.35307 1.91433 -0.07 0.10 0.01 0.11
H 2.00303 6.85557 3.62563 0.27 -0.59 0.05 0.10
H 0.80658 8.52566 1.51150 0.25 0.46 -0.32 0.11
H 2.12039 8.90591 2.68860 -0.45 0.46 0.37 0.12
H -1.71849 7.48087 3.46951 0.09 0.47 0.02 0.12
H -0.57551 7.18617 4.81050 -0.13 0.48 0.12 0.11
C 0.32446 6.93385 -2.33609 -0.49 0.14 0.16 -0.18
C 0.40550 6.42402 -3.75196 0.16 0.90 -0.90 -0.19
C -0.99991 5.84301 -4.00860 1.31 0.90 -0.03 -0.19
O -1.86544 6.53387 -3.08451 0.19 -0.99 -0.66 -0.14
C -1.11054 7.44968 -2.28329 -0.50 -0.66 0.05 -0.20
H 1.02500 7.73841 -2.11246 0.21 -0.33 0.17 0.11
H 0.43729 6.04602 -1.71389 0.09 0.34 0.62 0.11
H 1.25871 5.77419 -3.94651 -0.25 -0.37 0.15 0.11
H 0.56573 7.27112 -4.41894 -0.06 0.18 -0.12 0.11
H -0.88465 4.76406 -3.90518 -0.96 -0.17 0.52 0.11
H -1.27434 6.07129 -5.03849 -0.38 -0.12 0.04 0.11
H -1.60909 7.43547 -1.31409 0.36 -0.02 0.23 0.12
H -1.24307 8.45784 -2.67592 0.34 0.17 -0.21 0.12
C 5.99641 4.78408 -2.67829 -0.34 0.36 1.38 -0.18
C 5.85776 4.07282 -3.98877 1.51 -0.14 -1.46 -0.18
C 6.24237 5.16180 -5.02834 -1.17 1.07 1.55 -0.13
O 6.19870 6.44642 -4.26109 0.09 -0.52 -0.68 -0.17
C 5.61336 6.25520 -2.97017 0.16 -1.53 -0.51 -0.20
H 7.01176 4.81231 -2.28286 0.27 -0.21 -0.43 0.11
H 5.44401 4.25362 -1.90269 -0.39 0.37 0.13 0.11
H 4.90623 3.58832 -4.20776 -0.24 0.46 0.28 0.11
H 6.60017 3.28459 -4.11381 -0.01 -0.23 0.32 0.10
H 5.47918 5.19653 -5.80580 0.20 0.22 -0.22 0.11
H 7.24029 5.05816 -5.45438 -0.10 0.07 0.12 0.11
H 4.53141 6.38649 -2.98625 -0.25 0.05 -0.21 0.10
H 6.01420 6.95766 -2.23943 0.26 0.03 -0.26 0.11
```
Forces are in eV/Å.